Entry 1:
Here is 2 unconnected molecules or ions with the total composition C4H8ClNS in a non-equilibrium geometry from the Open Molecules 2025 dataset. Energies are from ωB97M-V with the def2-TZVPD basis set.

```
15
Properties=species:S:1:pos:R:3
C 3.6336 0.2882 -0.5661
C 0.1981 0.6799 0.2603
C -1.6556 -1.0279 0.0686
C -0.1856 -0.7905 0.4472
N 3.8413 0.8863 -1.5658
S 1.0917 -1.7883 -0.4500
Cl 4.5681 -0.2041 0.7881
H 1.3667 0.9220 0.2279
H -0.3336 0.8269 -0.7129
H -0.3854 1.2023 0.9591
H -1.9435 -0.1375 -0.5159
H -2.1612 -1.0621 0.9773
H -1.6477 -1.9574 -0.5559
H 0.1411 -0.9821 1.4096
H 4.7169 1.2061 -2.0007
```

Relative energy (zero: lowest compared OMol25 entry of this formula, charge and spin) (kJ/mol): 477.6
Orbital gap (alpha / beta) (eV): 5.156 / 5.292
Highest occupied orbital energy (alpha / beta) (eV): -7.68 / -7.81


Entry 2:
Here is a molecular structure, C22H26As2BCl3N4O10Pd from the Open Molecules 2025 dataset. Energies are from ωB97M-V with the def2-TZVPD basis set.

```
69
Properties=species:S:1:pos:R:3
Pd -0.1573 -1.3098 -0.6220
B 2.2540 -3.4207 0.5109
N 1.0059 -3.2773 1.4391
C 0.8281 -3.7780 2.6651
C -0.4754 -3.5341 3.0671
C -1.0398 -2.8496 1.9950
N -0.1411 -2.7184 1.0192
N 2.7415 -1.9934 0.1104
C 3.9284 -1.4247 0.3396
C 3.9244 -0.1412 -0.1849
C 2.6527 0.0013 -0.7293
N 1.9658 -1.1289 -0.5605
H 3.1290 -3.9419 1.1471
H 1.9383 -4.0334 -0.4714
H 1.6367 -4.2799 3.1677
H -0.9393 -3.8015 3.9994
H -2.0303 -2.4422 1.8831
H 4.6996 -1.9674 0.8584
H 4.7199 0.5817 -0.1652
H 2.1920 0.8536 -1.2058
C -2.6164 2.8052 -5.8045
O -2.6269 1.4425 -5.3419
C -1.5588 1.0621 -4.6533
O -0.6383 1.7865 -4.3587
C -1.5815 -0.3758 -4.2490
C -2.3776 -1.2926 -4.8000
As -2.4524 -3.2374 -4.3151
C -0.8032 -3.6738 -5.2730
C -1.7845 -2.7615 -2.5394
C -0.3877 -2.4641 -2.3121
As -0.1057 -0.6364 -2.9906
C 1.4919 -0.5233 -4.0756
C 0.6562 -3.5094 -2.6343
O 1.7102 -3.2391 -3.1401
O 0.3459 -4.7898 -2.3891
C -0.6193 -5.1673 -1.4009
C -2.8619 -2.1777 -1.7515
O -4.0332 -2.2106 -2.0547
O -2.4273 -1.5492 -0.6279
C -3.3790 -0.7154 0.0741
C -3.2174 -1.0324 -6.0231
O -2.7169 -1.2037 -7.1027
O -4.5042 -0.7366 -5.8896
C -5.0383 -0.5234 -4.5722
H -3.5475 2.9328 -6.3460
H -1.7639 2.9676 -6.4601
H -2.5594 3.4833 -4.9558
H -1.0495 -3.6175 -6.3326
H -0.4857 -4.6854 -5.0256
H 0.0018 -2.9761 -5.0583
H 1.3971 -1.1935 -4.9258
H 2.3358 -0.8229 -3.4630
H 1.5708 0.5114 -4.3985
H -0.2502 -6.0940 -0.9685
H -1.5898 -5.3446 -1.8670
H -0.7051 -4.4194 -0.6148
H -2.8860 -0.4269 0.9972
H -4.2880 -1.2814 0.2580
H -3.5867 0.1684 -0.5256
H -6.0923 -0.3132 -4.7237
H -4.5549 0.3320 -4.1024
H -4.9253 -1.4117 -3.9531
Cl -1.5758 3.8185 1.2775
C -0.7520 2.3217 1.7073
Cl 0.9395 2.6785 2.1195
Cl -1.5721 1.5882 3.0993
C -0.7448 1.2972 0.5227
O -1.1894 1.6384 -0.5601
O -0.2666 0.1786 0.8697
```

Relative energy (zero: lowest compared OMol25 entry of this formula, charge and spin) (kJ/mol): 54.8
Orbital gap (alpha / beta) (eV): 7.098 / 7.047
Highest occupied orbital energy (alpha / beta) (eV): -8.78 / -9.38
2S+1: 3


Entry 3:
Here is 2 unconnected molecules or ions with the total composition CHClFN3 in a non-equilibrium geometry from the Open Molecules 2025 dataset. Energies are from ωB97M-V with the def2-TZVPD basis set.

```
7
Properties=species:S:1:pos:R:3
C 0.4498 1.5252 -0.4641
N 0.5326 2.6673 -0.6685
N 0.3567 0.2797 -0.3869
N 1.9839 -0.8143 0.2565
F 1.9495 -1.5024 -0.8696
Cl 3.1599 0.3496 0.4217
H -0.0274 -0.2613 0.4005
```

Relative energy (zero: lowest compared OMol25 entry of this formula, charge and spin) (kJ/mol): 144.6
Orbital gap (alpha / beta) (eV): 7.614 / 7.604
Highest occupied orbital energy (alpha / beta) (eV): -10.10 / -10.10


Entry 4:
Here is a molecular structure, CH2EuO4 in a non-equilibrium geometry from the Open Molecules 2025 dataset. Energies are from ωB97M-V with the def2-TZVPD basis set.

```
8
Properties=species:S:1:pos:R:3
O 0.6072 -0.5358 -0.6098
Eu -1.7310 -0.0287 -0.4560
O -1.6594 1.3372 1.2091
H -1.4876 1.1779 2.1364
C 1.6924 -0.2357 -0.0865
O 2.2315 -1.1410 0.6625
O 2.4665 0.7332 -0.4339
H 1.9738 1.4785 -0.8168
```

Relative energy (zero: lowest compared OMol25 entry of this formula, charge and spin) (kJ/mol): 2.2
Orbital gap (alpha / beta) (eV): 8.234 / 6.356
Highest occupied orbital energy (alpha / beta) (eV): -12.93 / -14.03
Charge: +1
2S+1: 9


Q: Which of these has the lowest relative energy (zero: lowest compared OMol25 entry of this formula, charge and spin)?
A: CH2EuO4